Entry 1:
Formula: C6H23N2O4
Source: the OMol25 dataset
Level of theory: wB97M-V/def2-TZVPD

```
35
C6H23N2O4 | the OMol25 dataset | wB97M-V/def2-TZVPD
C -0.59459 -0.78500 1.82126
N -1.77440 -1.01700 0.92396
C -2.53738 0.19277 0.52801
C 0.76887 -0.64986 1.07308
N 0.46335 -0.27191 -0.39904
C 1.78757 -0.80287 -1.07725
C 2.55903 -1.72226 -0.07019
C 1.58966 -1.86505 1.03151
H -0.70394 -1.36723 2.73608
H -0.89354 0.22607 2.18265
H -2.44902 -1.61146 1.37132
H -1.86959 0.91066 0.07253
H -3.19199 -0.27242 -0.23065
H -3.03486 0.67036 1.38633
H 1.40714 0.05194 1.63108
H 0.26262 0.75133 -0.48389
H -0.28739 -0.82274 -0.79431
H 1.49089 -1.29118 -1.99250
H 2.47889 0.00152 -1.25365
H 3.56168 -1.26521 0.27643
H 2.99604 -2.45168 -0.74333
H 0.99502 -2.80487 0.84088
H 1.78168 -2.24818 2.03683
H -0.66131 -3.66414 -2.42687
H -1.41728 -2.63471 -1.46447
O -0.60613 -3.11726 -1.63730
H 0.17465 2.46662 -2.84467
H 1.07662 2.58939 -1.64749
O 0.51959 1.94346 -2.10502
H 0.12482 3.46169 1.08232
H 1.63961 3.68395 1.09984
O 0.92991 3.33032 0.54459
H -2.86820 2.99149 -0.49673
H -2.57161 3.46901 0.91680
O -2.14809 3.10087 0.13276
```

The calculation puts the max |F| at 0.100 Eh/bohr. Its frontier orbital gap is 10.159 eV. As for the molecular weight: 187.260 Da. The total energy is -17758.11848 eV. As for the charge: +1. The LUMO energy is -2.4 eV. Its HOMO energy is -12.5640 eV.

=====

Entry 2:
Formula: C2H10Si2
Source: the OMol25 dataset
Level of theory: wB97M-V/def2-TZVPD

```
14
C2H10Si2 | the OMol25 dataset | wB97M-V/def2-TZVPD
C 3.99846 0.85573 0.43984
Si 3.11443 -0.48063 -0.25729
H 4.46887 1.61796 -0.15530
H 4.15943 0.95146 1.49964
H 2.48216 -1.53645 0.52254
H 2.87310 -0.65991 -1.68153
C -3.17967 -0.68467 0.21870
Si -1.86293 0.60635 -0.23820
H -4.17041 -0.23916 0.28312
H -3.23001 -1.48260 -0.51835
H -2.96663 -1.14365 1.18287
H -1.86529 0.80910 -1.68840
H -0.53218 0.14874 0.17518
H -2.16760 1.87103 0.43062
```

The calculation puts the max |F| at 0.036 Eh/bohr. As for the structure (SMILES): C=[SiH2].C[SiH3]. Its frontier orbital gap is 8.987 eV. As for the molecular weight: 90.274 Da. The total energy is -17988.68823 eV. As for the charge: 0. The LUMO energy is 0.4 eV. Its HOMO energy is -8.5436 eV.

=====

Entry 3:
Formula: C4H11N2
Source: the OMol25 dataset
Level of theory: wB97M-V/def2-TZVPD

```
17
C4H11N2 | the OMol25 dataset | wB97M-V/def2-TZVPD
C -0.82169 1.83376 0.20960
N 0.10051 1.02892 -0.59322
C 1.39699 0.58637 -0.13485
N 0.22639 -0.45084 -0.14736
C 0.26831 -1.34389 -1.30352
C -0.37487 -0.94786 1.06962
H -0.82939 2.94303 -0.06567
H -1.86860 1.49605 0.04608
H -0.74284 1.58702 1.28014
H 2.20172 0.53949 -0.81999
H 1.52291 0.78754 0.87456
H 0.40297 -0.75715 -2.18880
H 0.87900 -2.21776 -1.12453
H -0.72724 -1.68824 -1.37342
H -0.43566 -0.14208 1.66919
H -1.41503 -1.50312 0.98069
H 0.21652 -1.75124 1.62148
```

The calculation puts the max |F| at 0.087 Eh/bohr. As for the structure (SMILES): CN1C[N+]1(C)C. Its frontier orbital gap is 12.362 eV. As for the molecular weight: 87.146 Da. The total energy is -7296.56179 eV. As for the charge: +1. The LUMO energy is -2.8 eV. Its HOMO energy is -15.1681 eV.

=====

Entry 4:
Formula: CHFN2O5
Source: the OMol25 dataset
Level of theory: wB97M-V/def2-TZVPD

```
10
CHFN2O5 | the OMol25 dataset | wB97M-V/def2-TZVPD
C 0.34886 -0.06161 0.52628
N 0.65864 1.13672 -0.18152
N 0.29381 -1.58520 -0.00765
O 1.30591 1.03862 -1.19848
O 0.37242 2.09541 0.45819
O 0.61431 -1.71521 -1.10026
O -0.09792 -2.26772 0.86308
O -1.85357 0.15645 -0.59504
F 0.29186 0.07799 1.78619
H -1.93433 1.12455 -0.55077
```

The calculation puts the max |F| at 0.091 Eh/bohr. Its frontier orbital gap (spin up / spin down) is 7.333 / 7.331 eV. As for the molecular weight: 140.026 Da. The total energy is -16976.45880 eV. As for the charge: 0. The LUMO energy (spin up / spin down) is -3.6 / -3.6 eV. Its HOMO energy (spin up / spin down) is -10.9175 / -10.9159 eV.

=====

Entry 5:
Formula: C27H25LuN5O7Si
Source: the OMol25 dataset
Level of theory: wB97M-V/def2-TZVPD

```
66
C27H25LuN5O7Si | the OMol25 dataset | wB97M-V/def2-TZVPD
Lu -0.61936 0.24427 0.12738
C 4.10404 -0.83153 0.72438
C 4.72724 -0.04903 -0.23332
C 3.97474 0.87547 -0.92532
C 2.60804 1.02577 -0.65242
N 2.01244 0.23467 0.26348
C 2.74544 -0.65433 0.92478
C 1.79374 2.09767 -1.24692
C 2.40544 3.08157 -2.03432
C 1.70594 4.19767 -2.43712
C 0.39194 4.35027 -2.02652
C -0.22806 3.34477 -1.30362
C 0.41464 2.15837 -0.90162
H 4.64824 -1.55423 1.30988
H 5.78854 -0.14153 -0.41982
H 4.44834 1.48707 -1.67412
H 2.22564 -1.24233 1.66838
H 3.44114 2.99597 -2.33232
H 2.18814 4.95087 -3.04572
H -0.14686 5.25197 -2.28652
H -1.25886 3.50117 -1.00352
O -1.46876 1.98857 1.49088
C -1.83316 0.93267 2.05128
O -2.41146 0.01137 1.42258
C -1.29846 0.64397 3.43408
C -1.50816 1.35167 4.57368
C -0.81206 1.00007 5.75218
C -0.00126 -0.12233 5.76988
C 0.25394 -0.82393 4.60518
C -0.30096 -0.40333 3.34428
O 0.02504 -0.87163 2.22688
N 1.07444 -1.97873 4.69078
O 1.16294 -2.52823 5.78058
O 1.64114 -2.38593 3.69108
N -0.92026 1.81407 6.89998
O -1.64436 2.79687 6.84268
O -0.27036 1.51867 7.89278
H -2.18716 2.19007 4.59628
H 0.46354 -0.44163 6.69198
C 0.99154 -3.57563 0.64008
C 0.56314 -3.14393 -0.72832
C 0.81884 -3.94983 -1.82632
C 0.29894 -3.58033 -3.06362
C -0.45876 -2.44443 -3.16462
C -0.66976 -1.64033 -2.02082
N -0.11886 -2.00143 -0.82402
N -1.38426 -0.51473 -1.98292
Si -2.62736 -0.02453 -3.05612
C -2.23036 0.20187 -4.93122
C -4.13876 -1.20483 -2.92532
C -3.13956 1.66997 -2.35662
H 0.60644 -4.57533 0.83788
H 0.59204 -2.89803 1.38818
H 2.07604 -3.60223 0.72588
H 1.39394 -4.85443 -1.71112
H 0.47144 -4.20143 -3.93272
H -0.89176 -2.13243 -4.09842
H -2.42416 -0.70283 -5.50282
H -1.18846 0.47187 -5.08162
H -2.83686 0.99227 -5.36742
H -3.87596 -2.21653 -3.22632
H -4.97746 -0.87723 -3.53422
H -4.47266 -1.24453 -1.89152
H -2.48736 2.45577 -2.72132
H -3.06796 1.64687 -1.26742
H -4.15696 1.92947 -2.62962
```

The calculation puts the max |F| at 0.044 Eh/bohr. Its frontier orbital gap is 7.378 eV. As for the molecular weight: 734.578 Da. The total energy is -91689.17533 eV. As for the charge: -1. The LUMO energy is 2.1 eV. Its HOMO energy is -5.3123 eV.

=====

Entry 6:
Formula: C12H17N
Source: the OMol25 dataset
Level of theory: wB97M-V/def2-TZVPD

```
30
C12H17N | the OMol25 dataset | wB97M-V/def2-TZVPD
C 2.92111 -1.08134 0.35310
C 1.46839 -1.29506 0.63286
C 0.70081 -2.26536 -0.01652
N -0.57846 -2.19844 0.58689
C -0.67347 -1.17811 1.51266
C -1.88150 -0.56589 2.03034
C -1.62476 0.63574 2.68881
C -0.31821 1.32847 2.58767
C 0.75392 0.77609 1.99202
C 0.58412 -0.50699 1.44301
H 3.15487 -0.01585 -0.06767
H 3.17383 -1.75029 -0.57457
H 3.42913 -1.44194 1.27726
H 0.97390 -3.04927 -0.68784
H -1.35621 -2.76223 0.31631
H -2.80262 -1.07945 2.15080
H -2.61233 1.10352 2.93719
H -0.27046 2.46798 2.95218
H 1.71578 1.20008 1.99603
C 0.21400 1.62981 -1.46203
C -0.19094 0.62782 -2.59680
C -1.68921 0.70017 -2.61211
H -0.16781 2.69705 -1.51907
H 1.40301 1.75171 -1.23686
H -0.24254 1.35916 -0.49084
H 0.21466 1.19441 -3.43922
H 0.22484 -0.38706 -2.73952
H -2.28130 1.48421 -3.23072
H -2.06560 -0.18655 -3.06345
H -2.17697 0.80762 -1.71991
```

The calculation puts the max |F| at 0.084 Eh/bohr. As for the structure (SMILES): Cc1c[nH]c2ccccc12.CCC. Its frontier orbital gap is 8.799 eV. As for the molecular weight: 175.275 Da. The total energy is -14207.68206 eV. As for the charge: 0. The LUMO energy is 0.9 eV. Its HOMO energy is -7.9015 eV.

=====

Entry 7:
Formula: C15H11Cl2CoLuNO3S
Source: the OMol25 dataset
Level of theory: wB97M-V/def2-TZVPD

```
35
C15H11Cl2CoLuNO3S | the OMol25 dataset | wB97M-V/def2-TZVPD
Lu -1.01206 5.59536 -6.13669
Co -1.32044 1.20083 -0.25170
Cl 1.31794 5.20106 -6.35028
Cl -3.22466 1.07262 -1.25968
C -1.82492 2.04949 1.23754
C -0.57397 7.22544 -7.68956
C -2.92290 6.96693 -6.58203
O -2.21700 2.07489 2.33305
O -0.50002 8.09068 -8.45741
O -3.81223 7.65335 -6.86839
N 0.31747 0.44035 -0.22258
S 1.07237 0.01775 1.19971
C -0.30060 -0.74180 2.08579
C -1.32798 -1.43806 1.44440
C -2.31878 -2.05855 2.23347
C -2.28671 -1.97431 3.61769
C -1.25362 -1.27500 4.24698
C -0.25477 -0.66269 3.48461
C 1.95283 -1.47484 0.79549
C 3.07960 -1.72906 1.59950
C 3.71238 -2.96551 1.49324
C 3.25171 -3.91667 0.58160
C 2.15182 -3.63475 -0.22270
C 1.49333 -2.39858 -0.14163
H 0.86675 0.13559 -1.03535
H -1.37987 -1.48697 0.35487
H -3.12616 -2.61652 1.74545
H -3.05740 -2.45789 4.22322
H -1.21524 -1.20206 5.33412
H 0.55712 -0.10126 3.95272
H 3.41361 -0.95638 2.29413
H 4.55747 -3.17594 2.14459
H 3.74839 -4.88962 0.52957
H 1.78622 -4.39615 -0.91588
H 0.65031 -2.17171 -0.79788
```

The calculation puts the max |F| at 0.183 Eh/bohr. Its frontier orbital gap (spin up / spin down) is 4.605 / 4.241 eV. As for the molecular weight: 590.130 Da. The total energy is -130447.60408 eV. As for the charge: +4. The LUMO energy (spin up / spin down) is -14.5 / -14.9 eV. Its HOMO energy (spin up / spin down) is -19.1232 / -19.1134 eV. The multiplicity is 5.

=====

Entry 8:
Formula: C4H10NO2
Source: the OMol25 dataset
Level of theory: wB97M-V/def2-TZVPD

```
17
C4H10NO2 | the OMol25 dataset | wB97M-V/def2-TZVPD
C 0.93078 -1.46675 -0.87226
N 0.35322 -0.86434 0.34127
C 0.00750 0.60125 -0.02455
C -1.19773 0.50667 -1.06433
C -0.14064 1.34305 1.26324
O -0.57659 2.42869 1.30996
O 0.38243 0.71251 2.37455
H 0.71823 -2.60017 -1.01914
H 2.05643 -1.29946 -0.84659
H 0.48427 -1.20225 -1.81515
H -0.54081 -1.32874 0.57073
H 0.97233 -0.83147 1.12496
H 0.84041 1.11859 -0.44947
H -1.00899 0.00208 -2.13163
H -2.04578 0.05959 -0.60331
H -1.49702 1.50226 -1.35847
H 0.26196 1.31850 3.20018
```

The calculation puts the max |F| at 0.082 Eh/bohr. As for the structure (SMILES): C[NH2+][C@@H](C)C(=O)O. Its frontier orbital gap is 11.803 eV. As for the molecular weight: 104.129 Da. The total energy is -9887.81043 eV. As for the charge: +1. The LUMO energy is -3.4 eV. Its HOMO energy is -15.1979 eV.

=====

What did the eighth record say?
Formula: C4H10NO2
Source: the OMol25 dataset
Level of theory: wB97M-V/def2-TZVPD

```
17
C4H10NO2 | the OMol25 dataset | wB97M-V/def2-TZVPD
C 0.93078 -1.46675 -0.87226
N 0.35322 -0.86434 0.34127
C 0.00750 0.60125 -0.02455
C -1.19773 0.50667 -1.06433
C -0.14064 1.34305 1.26324
O -0.57659 2.42869 1.30996
O 0.38243 0.71251 2.37455
H 0.71823 -2.60017 -1.01914
H 2.05643 -1.29946 -0.84659
H 0.48427 -1.20225 -1.81515
H -0.54081 -1.32874 0.57073
H 0.97233 -0.83147 1.12496
H 0.84041 1.11859 -0.44947
H -1.00899 0.00208 -2.13163
H -2.04578 0.05959 -0.60331
H -1.49702 1.50226 -1.35847
H 0.26196 1.31850 3.20018
```

The calculation puts the max |F| at 0.082 Eh/bohr. As for the structure (SMILES): C[NH2+][C@@H](C)C(=O)O. Its frontier orbital gap is 11.803 eV. As for the molecular weight: 104.129 Da. The total energy is -9887.81043 eV. As for the charge: +1. The LUMO energy is -3.4 eV. Its HOMO energy is -15.1979 eV.

=====

What did the third record say?
Formula: C4H11N2
Source: the OMol25 dataset
Level of theory: wB97M-V/def2-TZVPD

```
17
C4H11N2 | the OMol25 dataset | wB97M-V/def2-TZVPD
C -0.82169 1.83376 0.20960
N 0.10051 1.02892 -0.59322
C 1.39699 0.58637 -0.13485
N 0.22639 -0.45084 -0.14736
C 0.26831 -1.34389 -1.30352
C -0.37487 -0.94786 1.06962
H -0.82939 2.94303 -0.06567
H -1.86860 1.49605 0.04608
H -0.74284 1.58702 1.28014
H 2.20172 0.53949 -0.81999
H 1.52291 0.78754 0.87456
H 0.40297 -0.75715 -2.18880
H 0.87900 -2.21776 -1.12453
H -0.72724 -1.68824 -1.37342
H -0.43566 -0.14208 1.66919
H -1.41503 -1.50312 0.98069
H 0.21652 -1.75124 1.62148
```

The calculation puts the max |F| at 0.087 Eh/bohr. As for the structure (SMILES): CN1C[N+]1(C)C. Its frontier orbital gap is 12.362 eV. As for the molecular weight: 87.146 Da. The total energy is -7296.56179 eV. As for the charge: +1. The LUMO energy is -2.8 eV. Its HOMO energy is -15.1681 eV.